Below is an isolated molecule of C5H6N2, with properties calculated with the ωB97M-V functional and the def2-TZVPD basis.

```
13
Properties=species:S:1:pos:R:3:forces:R:3:mulliken_charge:R:1
C 0.72470 0.36402 -0.13457 -1.09 0.79 3.70 -0.0170
C -0.61003 1.25516 0.19303 1.38 2.56 -0.93 -0.0184
C -1.13282 -1.28812 -0.02970 -2.79 -0.48 0.55 0.0326
C 0.26150 -1.01932 0.23460 2.30 0.02 -3.09 -0.5774
C 2.23718 0.62282 0.06375 -2.96 2.64 -1.16 -0.4684
N -2.11277 -0.43898 0.10414 0.56 -3.62 -1.21 -0.4453
N -1.81750 0.87333 0.25970 0.92 0.52 0.68 -0.3629
H 0.88438 0.67244 -1.11875 0.13 -0.15 -3.01 0.2813
H -0.66030 2.38379 0.11482 1.20 -1.15 0.40 0.3439
H -1.37205 -2.36820 -0.24180 -0.24 1.30 0.24 0.3474
H 0.50639 -1.14374 1.23850 0.29 -0.49 1.98 0.3782
H 0.91576 -1.68470 -0.36850 -0.50 -0.18 0.68 0.3344
H 2.17556 1.77150 -0.31522 0.81 -1.77 1.18 0.1716
```
Forces are in eV/Å.

Calculated values
energy above the lowest of the compared OMol25 structures with the same formula, charge and spin	703.2	kJ/mol
E_LUMO	-1.11	eV
multiplicity	1
highest occupied orbital energy	-9.46	eV
max |F|	4.13	eV/Å